14
Properties=species:S:1:pos:R:3 method="wB97M-V/def2-TZVPD" gap_ev="10.78 / 8.34" e_above_lowest_ev=2.000 total_charge=+2 s_squared=0.75 multiplicity=2 homo_energy_ev="-19.38 / -19.56"
H -0.598 2.265 1.838
O 0.503 0.682 0.664
C 0.095 -0.413 -0.147
O -0.387 -0.235 -1.227
K -1.882 -0.656 -3.671
O 0.321 -1.457 0.534
C 0.179 -2.758 -0.089
H -0.883 -2.941 -0.287
H 0.772 -2.779 -1.008
H 0.568 -3.464 0.646
C -0.191 1.743 0.705
C 0.379 3.023 0.867
H 1.415 3.134 0.533
H -0.293 3.856 0.642

=====

56
Properties=species:S:1:pos:R:3 method="wB97M-V/def2-TZVPD" gap_ev=5.31 e_above_lowest_ev=0.000 total_charge=-2 homo_energy_ev=-1.16
Sn 0.054 0.466 -1.955
O 1.240 0.529 3.540
C 0.439 1.597 3.405
C -0.055 2.203 4.562
C -0.888 3.305 4.478
C -1.250 3.823 3.240
C -0.772 3.216 2.091
C 0.073 2.113 2.148
C 0.533 1.504 0.868
O 0.042 1.942 -0.219
N 1.425 0.542 0.975
N 1.811 0.033 -0.256
C 2.313 -1.140 -0.206
C 2.870 -1.807 -1.375
C 3.960 -2.654 -1.167
C 4.627 -3.267 -2.212
C 4.179 -3.019 -3.511
C 3.084 -2.215 -3.744
C 2.363 -1.609 -2.690
O 1.256 -0.989 -2.976
H 1.435 0.220 2.601
H 0.232 1.783 5.519
H -1.261 3.761 5.389
H -1.911 4.678 3.171
H -1.054 3.574 1.109
H 2.450 -1.610 0.772
H 4.295 -2.811 -0.146
H 5.479 -3.909 -2.026
H 4.690 -3.474 -4.353
H 2.719 -2.037 -4.747
C 0.017 -3.425 -1.155
N -0.203 -2.253 -0.328
C -0.484 -2.475 1.017
C -1.330 -1.564 1.492
N -1.680 -0.708 0.444
C -1.093 -1.207 -0.815
S -2.307 -1.736 -2.041
C -2.528 0.355 0.506
C -3.204 0.714 1.691
C -4.041 1.805 1.653
C -4.197 2.528 0.470
C -3.472 2.104 -0.632
N -2.671 1.051 -0.623
H -0.851 -4.093 -1.164
H 0.895 -3.954 -0.773
H 0.214 -3.113 -2.177
H 0.010 -3.267 1.559
H -1.669 -1.413 2.500
H -3.060 0.167 2.611
H -4.562 2.107 2.555
H -4.844 3.393 0.410
H -3.531 2.628 -1.582
Te 1.721 2.603 -2.855
Te 1.550 2.247 -5.500
Te -1.153 2.513 -5.556
Te -1.904 0.246 -3.993

=====

22
Properties=species:S:1:pos:R:3 method="wB97M-V/def2-TZVPD" gap_ev=8.48 e_above_lowest_ev=4.297 total_charge=0 homo_energy_ev=-7.31
C -1.829 1.427 -0.356
N -0.938 1.006 0.709
C -0.450 -1.102 0.271
C -1.179 -1.916 -0.557
H -1.402 0.713 1.568
H -0.450 -1.393 1.323
H -2.415 2.296 -0.043
H -2.515 0.631 -0.652
H -1.282 1.701 -1.261
H -1.845 -2.664 -0.137
H -1.285 -1.720 -1.619
C 0.833 -0.377 -0.136
N 1.449 1.480 1.343
N 1.056 -0.303 -1.546
N 1.953 -0.994 0.493
N 0.624 1.030 0.373
H 1.175 2.414 1.633
H 2.411 1.146 1.264
H 0.799 0.568 -1.993
H 0.815 -1.144 -2.063
H 2.596 -1.527 -0.078
H 1.879 -1.272 1.464

=====

118
Properties=species:S:1:pos:R:3 method="wB97M-V/def2-TZVPD" gap_ev=6.83 total_charge=+1 homo_energy_ev=-10.74
C -1.804 -0.688 0.254
C -1.029 -1.396 -0.874
C 0.464 -1.126 -0.648
C 1.357 -2.100 -1.427
C 2.790 -1.603 -1.672
C 3.823 -2.201 -0.691
C 3.406 -2.061 0.756
C 3.238 -3.321 1.631
C 2.649 -2.638 2.877
O 2.606 -3.367 4.062
C 3.474 -1.334 2.968
N 4.285 -1.279 1.693
H -2.851 -0.587 0.007
H -1.699 -1.293 1.151
H -1.343 0.273 0.456
H -1.344 -0.994 -1.828
H -1.258 -2.452 -0.812
H 0.644 -0.094 -0.932
H 0.599 -1.225 0.427
H 1.338 -3.085 -0.973
H 0.886 -2.232 -2.394
H 2.857 -0.521 -1.633
H 3.115 -1.895 -2.663
H 4.010 -3.245 -0.900
H 4.760 -1.668 -0.845
H 2.456 -1.564 0.883
H 4.263 -3.609 1.860
H 2.653 -4.102 1.176
H 1.621 -2.402 2.600
H 1.750 -3.830 4.106
H 2.758 -0.523 2.985
H 4.032 -1.230 3.888
H 4.341 -0.291 1.447
H 5.165 -1.726 1.942
C 2.572 2.950 -1.438
C 2.555 2.993 -0.105
C 1.740 3.993 0.654
O 1.772 3.939 1.869
C 0.963 4.963 -0.100
C 0.977 4.930 -1.439
C 1.774 3.911 -2.200
O 1.727 3.923 -3.411
O 0.292 5.788 -2.185
O 3.255 2.151 0.666
H 3.156 2.230 -1.994
H 0.391 5.691 0.459
H 0.472 5.550 -3.117
H 3.050 2.422 1.585
C -2.516 10.062 -2.607
C -3.802 10.344 -2.362
C -4.702 9.376 -1.652
O -5.854 9.703 -1.446
C -4.148 8.089 -1.247
C -2.864 7.804 -1.495
C -1.962 8.788 -2.183
O -0.797 8.478 -2.363
O -2.317 6.639 -1.145
O -4.369 11.487 -2.724
H -1.851 10.750 -3.116
H -4.810 7.393 -0.751
H -1.378 6.641 -1.420
H -5.299 11.435 -2.425
C 3.168 11.979 -5.307
C 1.883 12.265 -5.063
C 0.981 11.298 -4.354
O -0.174 11.626 -4.146
C 1.524 10.011 -3.950
C 2.807 9.725 -4.198
C 3.719 10.699 -4.884
O 4.878 10.373 -5.058
O 3.369 8.567 -3.858
O 1.320 13.412 -5.424
H 3.828 12.667 -5.815
H 0.853 9.321 -3.455
H 4.299 8.630 -4.153
H 0.390 13.365 -5.127
C -2.879 -1.722 4.758
C -1.580 -1.935 4.524
C -1.111 -2.973 3.547
O 0.088 -3.093 3.361
C -2.099 -3.776 2.868
C -3.404 -3.568 3.098
C -3.881 -2.513 4.056
O -5.076 -2.370 4.202
O -4.354 -4.270 2.505
O -0.619 -1.243 5.135
H -3.228 -0.976 5.458
H -1.746 -4.534 2.181
H -5.203 -3.921 2.844
H 0.226 -1.590 4.794
C -0.134 -6.679 -3.102
C 0.142 -7.984 -2.943
C 0.171 -8.629 -1.579
O 0.411 -9.816 -1.509
C -0.073 -7.783 -0.413
C -0.346 -6.490 -0.591
C -0.419 -5.866 -1.936
O -0.704 -4.683 -1.949
O -0.543 -5.619 0.396
O 0.402 -8.790 -3.959
H -0.165 -6.203 -4.073
H -0.022 -8.237 0.565
H -0.724 -4.770 -0.054
H 0.562 -9.674 -3.573
C -3.420 -8.703 3.066
C -4.163 -9.558 3.782
C -3.542 -10.570 4.703
O -4.280 -11.299 5.333
C -2.088 -10.621 4.789
C -1.349 -9.768 4.071
C -1.973 -8.743 3.170
O -1.237 -7.985 2.558
O -0.020 -9.764 4.105
O -5.486 -9.574 3.731
H -3.857 -7.970 2.402
H -1.650 -11.362 5.443
H 0.263 -9.051 3.501
H -5.773 -10.282 4.342

=====

63
Properties=species:S:1:pos:R:3 method="wB97M-V/def2-TZVPD" gap_ev=8.59 e_above_lowest_ev=3.122 total_charge=0 homo_energy_ev=-8.06
C 4.552 -3.237 -0.834
H 5.480 -3.099 -0.280
O 3.793 -2.078 -0.560
C 2.624 -1.816 -1.202
C 2.192 -0.499 -1.055
C 1.010 -0.078 -1.640
C 0.234 -0.972 -2.376
C 0.627 -2.293 -2.500
C 1.843 -2.732 -1.930
O 2.265 -4.034 -2.001
C 2.102 -4.749 -3.210
H 1.105 -5.184 -3.289
H 2.846 -5.546 -3.179
H 2.287 -4.113 -4.079
O -0.132 -3.232 -3.134
C -1.355 -2.829 -3.712
H -2.032 -2.393 -2.973
H -1.795 -3.740 -4.116
H -1.195 -2.113 -4.524
H -0.697 -0.630 -2.794
C 0.523 1.264 -1.451
N 0.951 2.175 -0.626
N 0.117 3.228 -0.712
C -0.783 2.912 -1.589
S -2.174 3.814 -2.073
C -3.337 2.417 -2.340
H -4.324 2.828 -2.127
H -3.287 2.111 -3.386
C -3.062 1.203 -1.451
O -3.013 0.102 -1.972
C -2.835 1.477 -0.056
C -2.133 0.662 0.834
N -2.014 1.329 2.006
C -2.649 2.549 1.913
C -3.157 2.670 0.657
H -3.720 3.503 0.286
C -2.755 3.489 3.060
H -3.261 4.392 2.732
H -1.775 3.759 3.449
H -3.331 3.045 3.873
C -1.245 0.912 3.145
H -1.161 -0.177 3.154
H -1.757 1.226 4.059
C 0.159 1.553 3.166
C 1.237 0.796 2.384
H 1.306 1.142 1.355
C 2.490 1.102 3.201
H 3.275 0.363 3.070
C 1.923 1.112 4.619
H 2.483 1.747 5.309
O 0.607 1.631 4.515
H 1.881 0.093 5.030
H 2.875 2.088 2.940
H 1.040 -0.278 2.402
H 0.077 2.577 2.771
C -1.591 -0.701 0.609
H -1.880 -1.033 -0.384
H -2.001 -1.400 1.338
H -0.504 -0.719 0.682
O -0.578 1.689 -2.118
H 2.800 0.186 -0.489
H 4.050 -4.143 -0.491
H 4.778 -3.327 -1.900

=====

31
Properties=species:S:1:pos:R:3 method="wB97M-V/def2-TZVPD" gap_ev=7.84 e_above_lowest_ev=1.845 total_charge=0 homo_energy_ev=-8.00
S 2.062 4.777 -2.685
N -0.034 1.658 -2.280
S -0.929 1.841 1.654
S -0.791 0.438 4.269
C 1.256 3.463 -2.179
C 0.170 1.990 -1.022
C -0.690 0.376 2.453
C -0.461 -2.097 1.838
C -0.292 1.153 0.092
C -0.518 -0.688 1.567
C 0.213 -3.001 0.973
C -0.246 -0.247 0.188
N 0.745 2.494 -2.977
N 1.078 3.081 -0.880
C 1.032 0.293 4.554
C 1.666 3.690 0.294
C 0.784 -2.376 -0.244
C 0.057 -1.210 -0.813
H -1.232 -2.569 2.531
H -0.100 -4.046 1.169
H 0.340 2.717 -3.900
H 1.570 0.980 3.895
H 1.312 0.473 5.545
H 1.314 -0.699 4.373
H 2.502 4.437 -0.027
H 0.960 4.158 1.002
H 2.266 2.968 0.880
H 1.810 -2.049 -0.047
H 0.663 -3.188 -0.952
H -0.847 -1.606 -1.210
H 0.747 -0.809 -1.655

=====

47
Properties=species:S:1:pos:R:3 method="wB97M-V/def2-TZVPD" gap_ev="8.78 / 2.27" e_above_lowest_ev=0.000 total_charge=+1 s_squared=0.75 multiplicity=2 homo_energy_ev="-13.20 / -13.20"
C -2.393 2.852 0.139
C -3.684 3.525 0.414
N -4.718 4.079 0.644
H -1.991 2.359 1.024
H -1.676 3.545 -0.301
H -2.629 2.042 -0.552
C -4.540 -1.967 -1.213
C -4.828 -1.106 -0.021
N -5.079 -0.395 0.852
H -5.509 -2.330 -1.555
H -3.824 -2.708 -0.857
H -4.009 -1.506 -2.046
C 1.215 -6.248 1.246
C 1.608 -4.946 0.678
N 1.901 -3.925 0.200
H 1.703 -6.206 2.219
H 1.662 -7.061 0.674
H 0.142 -6.418 1.338
C -0.875 1.912 4.664
C -1.456 3.015 3.862
N -1.909 3.881 3.247
H -1.766 1.383 5.000
H -0.298 2.315 5.497
H -0.244 1.248 4.073
C 3.556 -1.748 1.883
C 3.998 -1.901 3.275
N 4.409 -2.068 4.351
H 3.722 -0.763 1.448
H 2.490 -1.970 1.936
H 4.102 -2.506 1.321
C 0.943 3.003 -1.701
O 1.307 3.294 -3.027
C 1.846 2.252 -3.763
O 1.805 1.122 -3.457
O 2.507 2.786 -4.824
C 2.882 1.933 -5.885
H 1.829 3.066 -1.070
H 0.544 1.997 -1.571
H 0.119 3.657 -1.413
H 3.539 2.553 -6.496
H 2.042 1.587 -6.488
H 3.325 1.019 -5.492
C -0.353 -1.118 0.314
Cl -0.924 -0.694 1.916
Cl 1.208 -0.133 0.117
Cl -1.533 -0.517 -0.843
H -0.165 -2.190 0.243

=====

9
Properties=species:S:1:pos:R:3 method="wB97M-V/def2-TZVPD" gap_ev=5.97 e_above_lowest_ev=1.809 total_charge=-1 homo_energy_ev=-4.45
C -2.602 1.028 -0.737
C 1.340 -0.662 -0.480
N 0.596 -0.823 0.690
O -2.083 2.013 -0.658
O -0.567 -0.445 0.627
O -3.275 0.103 -0.808
O 1.008 -1.617 1.598
Br 4.349 -0.667 0.698
Br 1.234 1.069 -0.930

=====

56
Properties=species:S:1:pos:R:3 method="wB97M-V/def2-TZVPD" gap_ev=9.54 e_above_lowest_ev=0.096 total_charge=0 homo_energy_ev=-8.95
C 0.471 0.954 1.098
N -0.646 0.074 0.810
C -1.640 -0.220 1.700
O -2.463 -1.102 1.483
C -1.755 0.559 2.965
C -0.798 1.095 3.865
C -1.498 1.578 4.942
S -0.842 2.323 6.356
N -1.183 1.238 7.565
O 0.571 2.387 6.153
O -1.610 3.488 6.678
N -2.844 1.396 4.725
C -3.933 1.776 5.610
C -2.993 0.773 3.535
C -0.516 -0.791 -0.370
C -0.406 0.045 -1.652
C -1.017 -0.605 -2.893
C -0.641 -2.077 -3.111
N 0.675 -2.434 -2.591
C 1.836 -1.997 -3.144
O 2.893 -1.969 -2.532
C 1.784 -1.508 -4.563
F 1.061 -2.270 -5.432
C 2.402 -0.432 -5.002
C 2.619 0.140 -6.382
C 3.918 0.784 -5.822
C 3.392 0.525 -4.383
C 0.724 -2.880 -1.201
C 0.666 -1.747 -0.186
H 0.135 1.840 1.628
H 1.256 0.462 1.680
H 0.908 1.285 0.157
H 0.274 1.102 3.791
H -0.389 0.624 7.714
H -1.408 1.752 8.411
H -4.847 1.334 5.221
H -3.749 1.392 6.612
H -4.035 2.857 5.657
H -3.966 0.498 3.165
H -1.441 -1.367 -0.399
H -0.918 0.997 -1.488
H 0.644 0.288 -1.851
H -2.107 -0.536 -2.847
H -0.707 -0.026 -3.766
H -1.351 -2.731 -2.604
H -0.706 -2.320 -4.169
H 2.695 -0.558 -7.212
H 1.866 0.895 -6.620
H 4.782 0.156 -6.034
H 4.142 1.809 -6.108
H 2.888 1.407 -3.980
H 4.073 0.126 -3.637
H -0.117 -3.562 -1.058
H 1.643 -3.445 -1.057
H 1.607 -1.192 -0.238
H 0.603 -2.192 0.812

=====

14
Properties=species:S:1:pos:R:3 method="wB97M-V/def2-TZVPD" gap_ev=8.63 e_above_lowest_ev=2.922 total_charge=0 homo_energy_ev=-8.10
B -1.223 0.584 0.051
C 0.175 0.189 0.500
C 1.221 0.269 -0.330
C 2.609 -0.160 -0.003
N -2.882 -1.125 -0.187
O -1.757 1.684 -0.382
H 0.337 -0.239 1.482
H 1.079 0.664 -1.327
H 3.301 0.668 -0.157
H 2.913 -0.968 -0.669
H 2.687 -0.504 1.024
H -2.359 -1.923 0.177
H -3.465 -0.809 0.588
H -2.636 1.669 -0.768

=====

52
Properties=species:S:1:pos:R:3 method="wB97M-V/def2-TZVPD" gap_ev=9.18 e_above_lowest_ev=1.868 total_charge=-1 homo_energy_ev=-7.00
P -18.949 11.975 -6.320
F -19.739 13.276 -6.787
F -17.973 12.253 -7.639
F -18.052 12.780 -5.278
F -18.295 10.551 -5.877
F -20.033 11.905 -5.090
F -19.944 11.143 -7.269
O -15.847 12.715 -9.773
H -15.125 13.329 -9.635
H -16.489 12.946 -9.102
O -20.650 11.040 -10.222
H -20.956 10.421 -10.885
H -19.999 10.550 -9.718
O -22.319 9.955 -5.506
H -22.688 10.050 -6.384
H -21.624 10.611 -5.465
O -18.668 9.701 -3.163
H -19.198 10.480 -2.995
H -18.506 9.719 -4.106
O -15.528 14.009 -4.493
H -15.138 13.394 -5.114
H -16.097 13.468 -3.945
O -16.710 15.696 -6.287
H -16.207 14.946 -5.970
H -16.997 16.146 -5.492
O -19.787 15.837 -7.686
H -19.038 15.511 -7.186
H -19.619 15.551 -8.584
O -18.880 9.284 -9.015
H -18.606 9.811 -8.265
H -18.069 8.900 -9.348
O -22.666 11.415 -8.195
H -21.911 10.997 -8.609
H -22.586 12.340 -8.429
O -18.980 13.351 -9.717
H -18.412 13.147 -8.973
H -19.495 12.556 -9.850
O -21.958 15.254 -4.964
H -22.044 14.650 -5.701
H -21.112 15.037 -4.573
O -16.701 8.440 -5.833
H -16.606 8.077 -6.714
H -17.304 9.175 -5.940
O -22.662 14.224 -7.892
H -21.782 14.570 -8.040
H -23.205 14.658 -8.550
O -19.503 14.498 -3.974
H -19.423 13.694 -4.487
H -19.321 14.227 -3.074
O -22.926 12.690 -3.476
H -22.247 12.117 -3.832
H -22.940 12.491 -2.540